# 1
# C22H20N5O5

A 2-piece molecular cluster, C22H20N5O5 overall at a distorted geometry (wB97M-V/def2-TZVPD, the OMol25 dataset).

Last column: Löwdin charge in e.
Geometry (Å):
C -3.1104 3.9707 -1.4957  -0.08
C -2.4635 2.6638 -1.0828  -0.21
O -1.5681 2.2824 -2.1851  -0.04
C -0.8862 1.1016 -2.2217  -0.45
C -0.1775 0.6621 -0.9666  -0.16
N 0.7531 -0.2241 -1.1485  0.07
C 1.7118 -0.7777 -0.4387  -0.23
C 2.5068 -1.7732 -1.1499  -0.16
C 3.7383 -2.2758 -0.6751  -0.05
C 4.5812 -2.9585 -1.5569  -0.11
C 4.1971 -3.1689 -2.8887  -0.12
C 2.9413 -2.7381 -3.3409  -0.09
C 2.0973 -2.0679 -2.4635  -0.03
C 1.9714 -0.3575 0.9591  -0.18
C 2.2512 -1.3021 1.9694  -0.06
C 2.4345 -0.8726 3.2877  -0.10
C 2.2527 0.4694 3.6303  -0.12
C 1.9447 1.4090 2.6390  -0.09
C 1.8708 1.0077 1.3015  -0.04
O -0.7819 0.4803 -3.2722  0.07
H -3.9412 4.1772 -0.8137  0.07
H -2.3810 4.7843 -1.4326  0.07
H -3.4886 3.8903 -2.5215  0.08
H -1.8658 2.7863 -0.1659  0.11
H -3.2345 1.8837 -0.9716  0.12
H -0.2343 1.3454 -0.1127  0.08
H 4.0350 -2.0948 0.3586  0.09
H 5.5578 -3.2981 -1.2082  0.09
H 4.8879 -3.6493 -3.5792  0.08
H 2.6236 -2.8961 -4.3709  0.10
H 1.1268 -1.7127 -2.7957  0.10
H 2.3177 -2.3573 1.7038  0.11
H 2.7117 -1.5991 4.0523  0.09
H 2.3447 0.7907 4.6698  0.09
H 1.7605 2.4571 2.8938  0.10
H 1.7633 1.7468 0.5015  0.12
C -2.7421 1.9815 3.2296  -0.06
O -3.6694 1.4946 2.2220  -0.05
C -3.1729 0.5504 1.4157  -0.45
N -4.0561 -0.0484 0.6000  0.17
C -3.5434 -0.9967 -0.1698  -0.31
N -4.1058 -1.5566 -1.2997  0.10
O -3.0741 -2.2182 -1.9166  -0.02
N -1.8209 -2.1046 -1.1409  -0.13
O -0.8379 -2.7029 -1.5263  0.08
C -2.1642 -1.3654 -0.0445  -0.10
C -1.2984 -0.5633 0.6994  -0.06
N -1.8475 0.3828 1.4768  0.13
H -3.2853 2.7976 3.7024  0.08
H -2.5130 1.1957 3.9610  0.09
H -1.8067 2.3286 2.7717  0.08
H -0.3107 -0.9597 0.9114  0.12

The HOMO-LUMO gap is 5.5 eV. The calculation puts the total energy at -1500.17110 Eh. As for the total charge: -1.

# 2
# C22H20NO3

A 2-piece molecular cluster, C22H20NO3 overall at a distorted geometry (wB97M-V/def2-TZVPD, the OMol25 dataset).

Last column: Löwdin charge in e.
Geometry (Å):
C 5.9423 1.8052 2.1849  -0.04
O 5.3638 0.4807 2.1858  -0.06
C 4.0139 0.3543 2.1840  -0.23
C 3.4881 -0.9616 2.1839  0.03
C 2.1245 -1.1604 2.1850  0.00
C 1.2142 -0.0748 2.1913  -0.15
C -0.2049 -0.3057 2.2345  -0.13
O -0.9141 0.8480 2.2009  0.11
C -2.2884 0.8239 2.2419  -0.15
C -2.9941 -0.3933 2.3209  -0.13
C -4.4145 -0.3009 2.2646  0.02
C -5.0349 0.9364 2.2103  -0.05
C -4.2810 2.1276 2.1842  -0.03
C -2.8938 2.0729 2.1829  0.02
C -2.2276 -1.5630 2.4728  0.06
C -0.8532 -1.5325 2.3060  0.05
C 1.7500 1.2373 2.1791  0.02
C 3.1183 1.4571 2.1815  0.01
H 7.0149 1.6135 2.1849  0.10
H 5.6521 2.3643 1.2845  0.10
H 5.6522 2.3651 3.0847  0.10
H 4.1861 -1.7950 2.1865  0.13
H 1.7197 -2.1688 2.1877  0.11
H -4.9828 -1.2321 2.2569  0.13
H -6.1238 1.0034 2.1852  0.12
H -4.7741 3.1008 2.1669  0.12
H -2.2644 2.9623 2.1445  0.14
H -2.7323 -2.4946 2.7155  0.10
H -0.2599 -2.4440 2.2690  0.13
H 1.1038 2.1143 2.1791  0.13
H 3.4990 2.4844 2.1837  0.12
C -3.2755 -5.5407 9.2223  -0.05
O -3.7849 -5.8089 7.8970  -0.08
C -3.6305 -4.9031 6.8903  -0.25
C -4.1486 -5.2649 5.6245  0.02
C -3.9575 -4.3996 4.5557  -0.14
N -3.2705 -3.2491 4.6604  0.01
C -2.8484 -2.8677 5.8730  -0.14
C -2.9828 -3.6553 7.0234  0.00
H -3.5442 -6.4396 9.7812  0.10
H -2.1819 -5.4137 9.2219  0.10
H -3.7613 -4.6615 9.6728  0.10
H -4.6709 -6.2089 5.4944  0.12
H -4.3714 -4.6410 3.5723  0.11
H -2.3770 -1.8821 5.9357  0.11
H -2.5810 -3.2944 7.9703  0.11

The HOMO-LUMO gap is 7.0 eV. The calculation puts the total energy at -1130.55486 Eh. As for the total charge: +1.